Formula: C4H9N3O
Source: the OMol25 dataset
Level of theory: the ωB97M-V functional and the def2-TZVPD basis

Last column: natural (NBO) charge in e.
CARTESIAN COORDINATES (ANGSTROEM)
C1 -1.12854 0.82069 -0.44229  -0.064
C2 0.90309 -1.14017 -1.60330  -0.697
N1 -1.31312 -0.50114 0.01296  -0.328
C3 0.73487 -0.67508 -0.17886  0.661
N2 -1.51624 -0.55761 1.37332  -0.639
C4 0.82270 1.50391 0.99519  -0.118
N3 0.45785 0.87032 -0.07260  -0.353
O1 1.24651 -1.21466 0.78031  -0.647
H1 -0.89943 0.10080 1.89464  0.314
H2 -1.32620 -1.50650 1.68439  0.372
H3 -1.62559 1.62383 0.10416  0.189
H4 -1.27149 0.91740 -1.51273  0.206
H5 1.96717 -1.13198 -1.84731  0.228
H6 0.53802 -2.16438 -1.65756  0.244
H7 0.36478 -0.53523 -2.32995  0.215
H8 0.34566 2.43494 1.27562  0.195
H9 1.69996 1.15486 1.52403  0.221

Computed properties:
frontier orbital gap (alpha / beta)	7.623 / 7.617	eV
ΔE to the lowest compared entry with this formula, charge and spin	416.3	kJ/mol
total charge	0
LUMO energy (alpha / beta)	0.1 / 0.1	eV
energy	-10808.1468	eV
HOMO level (alpha / beta)	-0.27563 / -0.27547	Eh
maximum force	1.56	eV Å⁻¹

Formula: C4H9N3O
Source: the OMol25 dataset
Level of theory: the ωB97M-V functional and the def2-TZVPD basis

Last column: natural (NBO) charge in e.
CARTESIAN COORDINATES (ANGSTROEM)
C1 2.37658 -1.59374 0.27202  -0.666
C2 1.31959 -0.65102 -0.16972  0.195
N1 0.91387 0.27144 0.60167  -0.458
C3 -0.23752 1.02252 0.25149  0.014
N2 -0.15908 1.69785 -1.03204  -0.826
C4 -1.45717 -0.03288 0.21039  0.657
N3 -2.68092 0.44752 0.53253  -0.823
O1 -1.26751 -1.16257 -0.19901  -0.617
H1 2.03804 -2.61637 0.12204  0.226
H2 2.61543 -1.42936 1.31624  0.228
H3 3.27408 -1.45015 -0.32206  0.221
H4 1.01223 -0.75975 -1.21358  0.147
H5 -0.41613 1.77118 1.03070  0.181
H6 -0.94811 2.31738 -1.16734  0.363
H7 -0.13735 1.03203 -1.79322  0.362
H8 -2.78434 1.32629 1.01278  0.394
H9 -3.46167 -0.19035 0.54712  0.404

Computed properties:
frontier orbital gap	9.665	eV
ΔE to the lowest compared entry with this formula, charge and spin	85.2	kJ/mol
SMILES	C/C=N/[C@@H](N)C(N)=O
total charge	0
LUMO energy	0.8	eV
energy	-10811.5793	eV
HOMO level	-0.32633	Eh
maximum force	1.34	eV Å⁻¹

Formula: C4H9N3O
Source: the OMol25 dataset
Level of theory: the ωB97M-V functional and the def2-TZVPD basis

Last column: natural (NBO) charge in e.
CARTESIAN COORDINATES (ANGSTROEM)
C1 2.53923 1.81917 -1.14198  -0.401
N1 1.75284 0.80205 -0.45227  -0.587
C2 0.47197 0.62506 -0.61584  0.509
N2 -0.40217 -0.18243 -0.37499  -0.325
H1 2.19708 0.29853 0.31444  0.404
H2 1.91858 2.27935 -1.90716  0.223
H3 3.41136 1.36830 -1.61805  0.207
H4 2.87230 2.58903 -0.44362  0.206
C3 -2.67450 -1.16382 0.12638  -0.677
C4 -1.58714 -0.26184 0.64716  0.693
N3 -0.33917 -1.50418 1.36292  -0.963
O1 -1.77811 0.68365 1.37716  -0.652
H5 0.35760 -0.99543 1.90314  0.337
H6 0.10529 -2.23626 0.81363  0.344
H7 -3.17830 -1.63256 0.96872  0.241
H8 -2.26820 -1.92735 -0.53318  0.216
H9 -3.39865 -0.56127 -0.42646  0.224

Computed properties:
frontier orbital gap (alpha / beta)	7.998 / 7.994	eV
ΔE to the lowest compared entry with this formula, charge and spin	444.4	kJ/mol
total charge	0
LUMO energy (alpha / beta)	-0.1 / -0.1	eV
energy	-10807.8557	eV
HOMO level (alpha / beta)	-0.29760 / -0.29748	Eh
maximum force	1.65	eV Å⁻¹

Formula: C4H9N3O
Source: the OMol25 dataset
Level of theory: the ωB97M-V functional and the def2-TZVPD basis

Last column: natural (NBO) charge in e.
CARTESIAN COORDINATES (ANGSTROEM)
H1 2.20433 1.14601 0.99988  0.382
N1 1.35811 1.35004 0.19250  -0.779
C1 1.04438 0.13149 -0.00400  0.544
N2 2.00520 -0.86966 0.14041  -0.350
O1 3.33243 -0.23340 -0.03061  -0.607
N3 -0.28714 -0.24964 -0.42569  -0.465
C2 -1.23550 -1.17659 0.14858  -0.213
C3 -2.35288 -0.04163 0.14513  -0.459
C4 -1.19980 0.94031 -0.23202  -0.230
H2 2.21505 -1.49529 -0.78890  0.400
H3 3.16849 0.69746 -0.61193  0.471
H4 -1.12752 -2.22807 -0.44698  0.209
H5 -0.83231 -1.45001 1.16655  0.190
H6 -2.91070 0.37076 1.02384  0.231
H7 -3.38183 -0.16808 -0.45889  0.228
H8 -1.02376 1.46855 -1.35071  0.208
H9 -0.97657 1.80776 0.53284  0.239

Computed properties:
frontier orbital gap	9.644	eV
ΔE to the lowest compared entry with this formula, charge and spin	703.0	kJ/mol
SMILES	[H]/N=C(\NO)N1CCC1
total charge	0
LUMO energy	0.8	eV
energy	-10805.1757	eV
HOMO level	-0.32503	Eh
maximum force	5.27	eV Å⁻¹